Entry 1:
This record from OMol25 describes a gas-phase ion, C6H9N2OS (charge +1). The level of theory is the ωB97M-V functional and the def2-TZVPD basis.

Summary:
HOMO-LUMO gap (eV): 7.52
LUMO level (eV): -4.6
2S+1: 1
Structure (SMILES): NC1=CC=C[C@]2(O)S[C@]12[NH3+]
E_tot (Ha): -816.6304
Net charge: +1
ΔE to the lowest compared entry with this formula, charge and spin (kcal per mole): 28.5

Geometry (Å):
N (2.25, -0.77, 0.68)
C (1.12, 0.08, 0.32)
C (1.01, 1.50, 0.59)
C (-0.15, 2.16, 0.10)
C (-1.23, 1.60, -0.38)
C (-1.33, 0.15, -0.45)
O (-2.11, -0.60, -1.32)
S (-1.59, -0.48, 1.33)
C (-0.09, -0.56, -0.15)
N (0.02, -1.92, -0.56)
H (3.01, -0.09, 0.94)
H (2.00, -1.43, 1.45)
H (1.80, 2.07, 1.01)
H (-0.08, 3.21, 0.38)
H (-1.95, 2.23, -0.79)
H (-3.05, -0.39, -1.31)
H (0.99, -2.07, -1.07)
H (-0.73, -2.14, -1.12)
H (0.11, -2.56, 0.34)



Entry 2:
This record from OMol25 describes 6 unconnected molecules or ions with the total composition H12O6. The level of theory is the ωB97M-V functional and the def2-TZVPD basis.

Summary:
HOMO-LUMO gap (eV): 9.74
LUMO level (eV): 0.0
2S+1: 1
Structure (SMILES): O.O.O.O.O.O
E_tot (Ha): -458.5554
ΔE to the lowest compared entry with this formula, charge and spin (kcal per mole): 73.4

Geometry (Å):
O (0.31, -0.02, -2.21)
H (-0.32, 0.10, -1.48)
H (-0.08, -0.78, -2.54)
O (0.15, 1.33, -4.42)
H (-0.04, 0.50, -3.95)
H (0.68, 1.05, -5.14)
O (0.63, -4.71, 0.07)
H (0.02, -4.44, -0.63)
H (0.94, -3.82, 0.40)
O (-0.91, 2.98, 1.82)
H (-0.64, 3.23, 0.92)
H (-1.30, 2.05, 1.86)
O (1.28, 2.27, 2.00)
H (1.88, 2.74, 2.69)
H (1.14, 1.51, 2.60)
O (-1.10, -1.17, 2.42)
H (-2.04, -1.19, 2.57)
H (-0.60, -1.59, 3.04)



Entry 3:
This record from OMol25 describes a single C9H5N3O molecule. The level of theory is the ωB97M-V functional and the def2-TZVPD basis.

Summary:
HOMO-LUMO gap (eV): 9.07
LUMO level (eV): -0.4
2S+1: 1
Structure (SMILES): N#Cc1nonc1-c1ccccc1
E_tot (Ha): -585.3495
ΔE to the lowest compared entry with this formula, charge and spin (kcal per mole): 1.1

Geometry (Å):
N (-2.39, 2.78, -0.01)
C (-2.06, 1.67, -0.06)
C (-1.83, 0.24, 0.04)
N (-2.80, -0.61, -0.07)
O (-2.34, -1.83, -0.01)
N (-0.98, -1.90, -0.02)
C (-0.65, -0.57, 0.08)
C (0.73, -0.24, 0.06)
C (1.18, 1.14, 0.10)
C (2.51, 1.46, -0.01)
C (3.42, 0.43, -0.09)
C (3.08, -0.93, -0.02)
C (1.72, -1.23, 0.02)
H (0.44, 1.96, 0.13)
H (2.84, 2.49, 0.02)
H (4.51, 0.62, -0.12)
H (3.91, -1.74, -0.09)
H (1.52, -2.39, 0.11)



Entry 4:
This record from OMol25 describes a molecular structure, C33H29Cl2FMnN8O3S3. The level of theory is the ωB97M-V functional and the def2-TZVPD basis.

Summary:
HOMO-LUMO gap (spin up / spin down) (eV): 4.58 / 4.25
LUMO level (spin up / spin down) (eV): -1.5 / -1.5
2S+1: 2
E_tot (Ha): -5304.4806
ΔE to the lowest compared entry with this formula, charge and spin (kcal per mole): 18.8

Geometry (Å):
Mn (-0.46, -0.84, 0.39)
N (3.75, -0.70, 0.66)
C (4.37, -1.96, 0.58)
C (5.75, -2.04, 0.48)
C (6.37, -3.27, 0.40)
C (5.61, -4.43, 0.40)
C (4.23, -4.34, 0.48)
C (3.60, -3.11, 0.59)
S (1.84, -3.08, 0.77)
N (1.50, -1.43, 0.48)
C (2.39, -0.51, 0.47)
C (1.90, 0.84, 0.23)
C (2.67, 2.00, 0.35)
C (2.09, 3.22, 0.09)
C (0.76, 3.26, -0.32)
C (0.06, 2.07, -0.40)
N (0.60, 0.89, -0.11)
H (4.34, 0.10, 0.55)
H (6.33, -1.13, 0.48)
H (7.45, -3.33, 0.34)
H (6.09, -5.40, 0.33)
H (3.63, -5.25, 0.47)
H (3.70, 1.97, 0.69)
H (2.66, 4.13, 0.20)
H (0.26, 4.19, -0.53)
H (-1.00, 2.05, -0.65)
S (-0.19, -0.19, 2.61)
C (-1.56, 0.83, 2.39)
S (-2.49, 0.38, 1.01)
C (-1.89, 1.92, 3.17)
C (-1.07, 2.35, 4.25)
N (-0.41, 2.69, 5.13)
C (-3.05, 2.68, 2.88)
N (-4.00, 3.30, 2.64)
C (-7.07, -3.88, -2.14)
C (-6.53, -3.39, -0.81)
N (-5.25, -2.70, -0.95)
C (-4.11, -3.33, -0.56)
C (-2.86, -2.80, -0.60)
C (-1.79, -3.55, 0.20)
O (-1.90, -4.76, 0.29)
O (-0.96, -2.80, 0.81)
C (-2.67, -1.55, -1.27)
O (-1.60, -0.94, -1.44)
C (-3.91, -0.85, -1.65)
C (-3.78, 0.48, -2.06)
C (-4.89, 1.26, -2.15)
F (-4.77, 2.58, -2.43)
C (-6.16, 0.75, -1.86)
C (-6.30, -0.58, -1.55)
C (-5.17, -1.40, -1.41)
N (-7.31, 1.61, -1.71)
C (-7.41, 2.10, -0.35)
C (-8.81, 2.62, -0.11)
N (-9.09, 3.70, -1.12)
C (-8.92, 3.20, -2.54)
C (-7.50, 2.67, -2.67)
H (-8.01, -4.41, -2.00)
H (-6.36, -4.56, -2.61)
H (-7.25, -3.05, -2.83)
H (-6.37, -4.22, -0.13)
H (-7.24, -2.73, -0.31)
H (-4.23, -4.31, -0.12)
H (-2.79, 0.89, -2.19)
H (-7.30, -0.96, -1.35)
H (-6.68, 2.90, -0.14)
H (-7.20, 1.30, 0.36)
H (-8.94, 3.06, 0.88)
H (-9.56, 1.85, -0.28)
H (-8.42, 4.47, -0.97)
H (-10.02, 4.09, -0.99)
H (-9.12, 4.03, -3.21)
H (-9.66, 2.41, -2.67)
H (-6.81, 3.51, -2.54)
H (-7.35, 2.29, -3.68)
Cl (1.22, -1.88, -2.63)
C (0.99, -1.15, -4.21)
Cl (0.07, 0.38, -4.12)
H (0.43, -1.83, -4.84)
H (1.96, -0.91, -4.64)



Entry 5:
This record from OMol25 describes a single C12H16N2O4 molecule. The level of theory is the ωB97M-V functional and the def2-TZVPD basis.

Summary:
HOMO-LUMO gap (eV): 8.69
LUMO level (eV): 0.1
2S+1: 1
Structure (SMILES): CCOC(=O)[C@@H](CN(C)c1ccccc1)[N+](=O)[O-]
E_tot (Ha): -877.2034
ΔE to the lowest compared entry with this formula, charge and spin (kcal per mole): 122.4

Geometry (Å):
C (0.17, -4.87, 2.54)
C (-0.91, -3.84, 2.36)
O (-0.18, -2.55, 2.32)
C (-0.92, -1.45, 2.01)
O (-2.12, -1.48, 2.13)
C (-0.03, -0.29, 1.49)
C (0.09, -0.36, -0.02)
N (0.72, 0.76, -0.71)
C (2.16, 0.77, -0.53)
C (0.14, 1.64, -1.67)
C (-0.44, 2.86, -1.21)
C (-0.79, 3.89, -2.07)
C (-0.66, 3.76, -3.45)
C (-0.09, 2.58, -3.95)
C (0.32, 1.56, -3.09)
N (-0.60, 1.13, 1.91)
O (0.25, 2.06, 1.93)
O (-1.80, 1.29, 2.14)
H (-0.22, -5.88, 2.44)
H (0.96, -4.74, 1.79)
H (0.60, -4.78, 3.55)
H (-1.44, -4.01, 1.41)
H (-1.62, -3.84, 3.19)
H (0.96, -0.37, 2.00)
H (-0.95, -0.44, -0.39)
H (0.67, -1.28, -0.28)
H (2.59, 1.64, -1.05)
H (2.37, 0.85, 0.56)
H (2.66, -0.15, -0.91)
H (-0.54, 2.98, -0.13)
H (-1.19, 4.82, -1.63)
H (-0.98, 4.57, -4.12)
H (0.03, 2.48, -5.04)
H (0.80, 0.67, -3.51)



Entry 6:
This record from OMol25 describes a single C2H7N3OS molecule. The level of theory is the ωB97M-V functional and the def2-TZVPD basis.

Summary:
HOMO-LUMO gap (eV): 8.90
LUMO level (eV): 0.7
2S+1: 1
Structure (SMILES): CN/C(=N\S)NO
E_tot (Ha): -718.0151
ΔE to the lowest compared entry with this formula, charge and spin (kcal per mole): 38.1

Geometry (Å):
C (-1.41, 1.50, 0.05)
N (-0.08, 1.01, -0.26)
C (0.47, -0.22, -0.06)
N (0.05, -1.41, 0.06)
S (-1.64, -1.74, -0.13)
N (1.89, -0.07, -0.12)
O (2.65, -1.20, -0.12)
H (-2.13, 1.20, -0.76)
H (-1.65, 1.10, 1.03)
H (-1.39, 2.62, 0.06)
H (0.58, 1.69, -0.57)
H (-1.57, -3.07, 0.02)
H (2.19, 0.50, 0.65)
H (2.03, -1.91, 0.13)



Entry 7:
This record from OMol25 describes a molecular structure, C9H13N3OP. The level of theory is the ωB97M-V functional and the def2-TZVPD basis.

Summary:
HOMO-LUMO gap (eV): 7.93
LUMO level (eV): -4.3
2S+1: 1
E_tot (Ha): -931.2264
Net charge: +1
ΔE to the lowest compared entry with this formula, charge and spin (kcal per mole): 91.2

Geometry (Å):
C (4.66, 0.03, 0.74)
C (4.52, -1.12, -0.04)
C (3.69, 0.92, 0.93)
C (3.29, -1.44, -0.62)
C (2.43, 0.58, 0.46)
C (2.18, -0.64, -0.30)
C (-1.37, -1.10, 1.25)
C (-2.51, 0.10, -1.43)
C (-1.70, 1.84, 0.78)
N (1.27, 1.29, 0.55)
N (0.44, 0.64, -0.20)
N (0.87, -0.56, -0.65)
O (-0.09, -1.29, -1.10)
P (-1.26, 0.22, -0.02)
H (5.57, 0.22, 1.24)
H (5.48, -1.69, -0.18)
H (3.86, 1.79, 1.45)
H (3.13, -2.14, -1.36)
H (-0.97, -0.72, 2.20)
H (-0.76, -2.00, 0.99)
H (-2.37, -1.23, 1.29)
H (-3.43, -0.02, -0.84)
H (-2.29, -0.99, -1.78)
H (-2.30, 0.96, -2.09)
H (-2.13, 2.57, 0.10)
H (-0.85, 2.36, 1.25)
H (-2.61, 1.59, 1.45)



Entry 8:
This record from OMol25 describes a single C16H27NO molecule. The level of theory is the ωB97M-V functional and the def2-TZVPD basis.

Summary:
HOMO-LUMO gap (eV): 9.65
LUMO level (eV): 0.8
2S+1: 1
Structure (SMILES): CCCC[C@H](CC)CNC[C@@H](O)c1ccccc1
E_tot (Ha): -755.8547
ΔE to the lowest compared entry with this formula, charge and spin (kcal per mole): 13.8

Geometry (Å):
C (-4.81, -2.37, -0.39)
C (-3.55, -2.41, 0.47)
C (-3.04, -1.02, 0.85)
C (-2.48, -0.23, -0.34)
C (-1.93, 1.15, 0.06)
C (-2.82, 2.29, -0.47)
C (-4.21, 2.29, 0.14)
C (-0.49, 1.33, -0.42)
N (0.42, 0.52, 0.36)
C (1.78, 0.56, -0.12)
C (2.61, -0.53, 0.60)
O (2.12, -1.81, 0.28)
C (4.08, -0.32, 0.30)
C (4.76, -1.10, -0.63)
C (6.09, -0.85, -0.90)
C (6.76, 0.17, -0.26)
C (6.09, 0.95, 0.67)
C (4.76, 0.70, 0.95)
H (-5.59, -1.81, 0.10)
H (-5.17, -3.38, -0.57)
H (-4.61, -1.92, -1.36)
H (-2.76, -2.95, -0.06)
H (-3.77, -2.96, 1.39)
H (-2.25, -1.12, 1.60)
H (-3.86, -0.45, 1.31)
H (-3.26, -0.11, -1.10)
H (-1.69, -0.83, -0.79)
H (-1.91, 1.22, 1.15)
H (-2.89, 2.21, -1.55)
H (-2.33, 3.24, -0.23)
H (-4.16, 2.36, 1.22)
H (-4.76, 1.38, -0.12)
H (-4.78, 3.14, -0.23)
H (-0.44, 1.11, -1.51)
H (-0.19, 2.38, -0.29)
H (0.10, -0.44, 0.38)
H (1.86, 0.38, -1.21)
H (2.20, 1.54, 0.09)
H (2.43, -0.43, 1.68)
H (2.19, -1.93, -0.68)
H (4.26, -1.91, -1.13)
H (6.61, -1.47, -1.62)
H (7.80, 0.36, -0.47)
H (6.61, 1.75, 1.19)
H (4.24, 1.30, 1.68)



Entry 9:
This record from OMol25 describes 2 unconnected molecules or ions with the total composition C5H14N2O. The level of theory is the ωB97M-V functional and the def2-TZVPD basis.

Summary:
HOMO-LUMO gap (eV): 9.16
LUMO level (eV): 0.9
2S+1: 1
Structure (SMILES): [H]/N=C\N(C)C.CCO
E_tot (Ha): -383.5897
ΔE to the lowest compared entry with this formula, charge and spin (kcal per mole): 69.6

Geometry (Å):
H (-2.42, -0.37, -0.70)
N (-1.94, -0.97, -0.05)
C (-0.68, -1.14, -0.32)
N (0.02, -0.62, -1.40)
C (-0.64, -0.24, -2.63)
C (1.43, -0.87, -1.54)
H (-0.20, -2.01, 0.13)
H (-0.35, -0.89, -3.46)
H (-1.73, -0.28, -2.57)
H (-0.36, 0.79, -2.89)
H (1.63, -1.69, -2.25)
H (1.93, 0.05, -1.90)
H (1.87, -1.14, -0.57)
C (0.38, 1.64, 2.91)
C (-0.14, 1.06, 1.61)
O (0.49, -0.39, 1.45)
H (0.12, 2.69, 2.96)
H (-0.04, 1.13, 3.76)
H (1.47, 1.56, 2.97)
H (0.27, 1.57, 0.73)
H (-1.23, 1.02, 1.57)
H (0.11, -0.90, 2.18)



Entry 10:
This record from OMol25 describes a gas-phase ion, H2O4P2 (charge -2). The level of theory is the ωB97M-V functional and the def2-TZVPD basis.

Summary:
HOMO-LUMO gap (eV): 7.20
LUMO level (eV): 7.4
2S+1: 1
Structure (SMILES): O=[P@H]([O-])[P@H](=O)[O-]
E_tot (Ha): -984.9552
Net charge: -2
ΔE to the lowest compared entry with this formula, charge and spin (kcal per mole): 0.0

Geometry (Å):
O (1.98, -0.52, -1.08)
P (1.11, 0.18, -0.10)
O (1.73, 0.52, 1.21)
P (-1.01, -0.46, 0.12)
O (-1.27, -1.65, 0.98)
O (-1.73, -0.41, -1.18)
H (0.47, 1.61, -0.79)
H (-1.28, 0.73, 0.84)



Entry 11:
This record from OMol25 describes a single C3H3N5 molecule. The level of theory is the ωB97M-V functional and the def2-TZVPD basis.

Summary:
HOMO-LUMO gap (eV): 8.38
LUMO level (eV): -1.2
2S+1: 1
Structure (SMILES): [H]/N=c1/ncncnn1
E_tot (Ha): -389.7689
ΔE to the lowest compared entry with this formula, charge and spin (kcal per mole): 62.6

Geometry (Å):
H (-2.07, 1.68, -0.71)
N (-1.05, 1.66, -1.20)
C (-0.61, 0.54, -0.91)
N (0.38, -0.26, -1.33)
C (1.29, -0.66, -0.62)
N (1.46, -0.44, 0.73)
C (0.39, -0.20, 1.47)
N (-0.87, -0.58, 1.04)
N (-1.49, -0.28, -0.01)
H (2.10, -1.44, -0.98)
H (0.46, -0.04, 2.53)



Entry 12:
This record from OMol25 describes a single C18H17ClN6O3 molecule. The level of theory is the ωB97M-V functional and the def2-TZVPD basis.

Summary:
HOMO-LUMO gap (eV): 8.17
LUMO level (eV): -0.3
2S+1: 1
Structure (SMILES): Cn1c(=O)c2c(ncn2CC(=O)N/N=C/C(Cl)=C/c2ccccc2)n(C)c1=O
E_tot (Ha): -1710.6102

Geometry (Å):
C (-2.46, 1.57, 5.56)
N (-1.15, 1.11, 5.12)
C (-0.68, 1.67, 3.94)
O (-1.33, 2.50, 3.32)
C (0.61, 1.16, 3.59)
C (1.28, 0.23, 4.37)
N (2.48, -0.08, 3.81)
C (2.53, 0.65, 2.72)
N (1.45, 1.42, 2.53)
C (1.11, 2.26, 1.42)
C (0.88, 1.39, 0.16)
O (1.30, 0.26, 0.08)
N (0.19, 2.05, -0.80)
N (-0.16, 1.67, -2.05)
C (0.09, 0.51, -2.52)
C (-0.31, 0.19, -3.87)
Cl (-1.11, 1.48, -4.70)
C (-0.09, -1.03, -4.39)
C (-0.41, -1.59, -5.69)
C (-0.67, -0.83, -6.83)
C (-0.96, -1.46, -8.03)
C (-1.00, -2.84, -8.12)
C (-0.73, -3.60, -7.00)
C (-0.43, -2.99, -5.80)
N (0.74, -0.25, 5.52)
C (1.45, -1.22, 6.33)
C (-0.50, 0.18, 5.93)
O (-1.00, -0.24, 6.95)
H (-2.45, 2.65, 5.65)
H (-3.20, 1.29, 4.82)
H (-2.68, 1.10, 6.51)
H (3.36, 0.63, 2.03)
H (0.21, 2.81, 1.68)
H (1.93, 2.95, 1.20)
H (-0.14, 2.99, -0.60)
H (0.60, -0.28, -1.98)
H (0.37, -1.73, -3.71)
H (-0.64, 0.24, -6.79)
H (-1.16, -0.85, -8.91)
H (-1.23, -3.32, -9.06)
H (-0.74, -4.68, -7.06)
H (-0.21, -3.59, -4.93)
H (2.32, -1.55, 5.76)
H (0.79, -2.06, 6.54)
H (1.76, -0.77, 7.27)



Entry 13:
This record from OMol25 describes 14 unconnected molecules or ions with the total composition C19H66N10O14. The level of theory is the ωB97M-V functional and the def2-TZVPD basis.

Summary:
HOMO-LUMO gap (eV): 8.12
LUMO level (eV): -0.7
2S+1: 1
E_tot (Ha): -2364.2398
ΔE to the lowest compared entry with this formula, charge and spin (kcal per mole): 43.1

Geometry (Å):
C (7.94, -17.40, -9.96)
C (8.39, -18.09, -8.70)
O (7.50, -19.15, -8.27)
H (8.44, -16.48, -10.13)
H (6.88, -17.16, -9.96)
H (8.15, -17.99, -10.84)
H (8.32, -17.36, -7.92)
H (9.41, -18.49, -8.73)
H (6.77, -18.76, -7.76)
C (5.83, -19.36, -11.93)
C (6.79, -19.74, -13.03)
O (6.95, -18.77, -14.02)
H (5.98, -19.96, -11.02)
H (4.83, -19.62, -12.12)
H (5.96, -18.30, -11.65)
H (6.39, -20.61, -13.52)
H (7.75, -19.98, -12.55)
H (7.17, -19.25, -14.86)
C (5.78, -14.69, -11.35)
C (4.35, -14.86, -10.88)
O (3.50, -14.16, -11.75)
H (5.93, -15.37, -12.22)
H (6.54, -14.88, -10.66)
H (6.00, -13.68, -11.76)
H (4.20, -14.54, -9.85)
H (4.08, -15.98, -10.90)
H (3.24, -14.68, -12.50)
C (4.66, -20.14, -15.77)
C (3.34, -20.07, -16.54)
O (3.31, -21.09, -17.57)
H (4.74, -19.57, -14.90)
H (5.58, -20.04, -16.35)
H (4.73, -21.24, -15.45)
H (3.07, -19.07, -16.80)
H (2.49, -20.25, -15.91)
H (2.43, -20.93, -18.04)
C (4.71, -23.16, -12.45)
C (4.29, -24.20, -13.47)
O (5.07, -25.31, -13.10)
H (4.32, -23.42, -11.47)
H (4.54, -22.14, -12.79)
H (5.81, -23.19, -12.34)
H (4.59, -23.89, -14.48)
H (3.27, -24.52, -13.44)
H (5.16, -25.92, -13.81)
C (4.38, -19.98, -8.64)
O (4.88, -20.41, -7.42)
N (3.97, -20.90, -9.45)
N (4.07, -18.75, -8.87)
H (4.28, -21.89, -9.32)
H (3.52, -20.81, -10.31)
H (4.58, -18.04, -8.32)
H (3.68, -18.55, -9.81)
C (4.03, -16.26, -14.44)
O (2.99, -15.64, -13.83)
N (4.24, -16.19, -15.72)
N (4.88, -17.08, -13.86)
H (3.70, -15.49, -16.36)
H (4.96, -16.76, -16.19)
H (4.50, -17.25, -12.96)
H (5.57, -17.74, -14.31)
C (8.12, -15.48, -13.98)
O (9.06, -14.45, -13.93)
N (8.38, -16.63, -13.47)
N (6.98, -15.37, -14.54)
H (9.14, -16.57, -12.85)
H (7.89, -17.52, -13.66)
H (6.76, -14.46, -14.90)
H (6.14, -16.00, -14.30)
C (7.44, -16.96, -17.27)
O (6.40, -17.54, -16.64)
N (7.90, -15.76, -17.00)
N (8.08, -17.46, -18.30)
H (7.44, -15.47, -16.08)
H (8.87, -15.47, -17.19)
H (7.54, -18.15, -18.93)
H (8.87, -18.14, -18.01)
C (8.96, -20.04, -17.10)
O (8.10, -19.92, -16.00)
N (9.88, -19.19, -17.38)
N (8.87, -20.93, -18.01)
H (10.07, -18.54, -16.63)
H (10.60, -19.28, -18.11)
H (8.10, -21.52, -17.83)
H (9.44, -21.05, -18.85)
C (7.76, -21.97, -10.29)
O (8.47, -20.68, -10.32)
H (6.78, -21.72, -9.79)
H (8.21, -22.78, -9.67)
H (7.47, -22.31, -11.31)
H (8.14, -20.12, -9.64)
C (10.41, -19.75, -13.03)
O (10.88, -19.81, -11.66)
H (11.23, -19.77, -13.72)
H (9.77, -18.89, -13.14)
H (9.76, -20.54, -13.33)
H (10.08, -20.02, -11.20)
C (7.96, -22.73, -14.42)
O (7.45, -24.10, -14.35)
H (7.33, -22.03, -14.99)
H (8.87, -22.85, -14.99)
H (8.25, -22.30, -13.44)
H (7.16, -24.30, -15.24)
C (1.77, -17.64, -11.18)
O (2.93, -18.39, -11.38)
H (1.27, -18.07, -10.35)
H (1.16, -17.65, -12.07)
H (2.10, -16.64, -11.00)
H (2.48, -19.20, -11.60)